(1)
The following is a quantum chemistry calculation of a molecular structure, C19H31Br9N4, from the Open Molecules 2025 dataset.

```
63
Properties=species:S:1:pos:R:3:forces:R:3
H 1.784 -3.955 -1.626 -0.250 0.607 0.457
Br 2.092 -4.397 3.358 -0.525 0.118 0.496
C 3.643 1.787 3.190 0.282 -1.326 0.675
C -1.417 0.609 -0.214 -0.817 -0.729 0.132
H 0.853 2.875 -0.818 0.295 0.404 0.223
C -2.742 -2.708 -3.351 -0.535 0.220 -0.668
H -2.406 -3.752 -5.226 0.246 0.057 -0.214
Br 3.023 2.752 1.727 -0.615 1.030 -0.659
C -2.215 -1.928 1.140 0.404 1.917 1.258
N 4.945 -3.989 -2.447 1.874 -1.011 0.567
H -0.992 5.227 -1.333 -0.110 0.965 0.192
C 3.990 -3.444 -2.714 -1.488 1.035 -0.572
Br 4.974 2.606 4.287 -0.166 0.424 0.163
H -1.881 -4.697 -3.768 -0.140 1.407 -0.856
H -0.463 3.006 -1.912 0.318 0.404 -0.009
C 1.777 -2.867 -1.856 0.363 -1.282 0.275
H 2.241 -0.968 -1.025 0.203 0.344 0.024
Br -2.389 3.037 2.503 0.261 0.070 0.198
H -2.462 -2.637 -2.275 -0.060 -0.498 -0.806
H -3.412 -0.581 -3.538 -0.263 0.059 0.276
Br 0.613 -2.136 5.157 -0.738 0.050 -0.226
C 0.506 5.491 0.292 -0.932 0.881 -0.694
H 2.357 -3.314 -3.950 -0.222 -0.052 0.447
N -2.598 -2.783 0.495 -0.345 -1.170 -0.816
C 1.494 -3.836 5.138 1.517 0.701 -0.353
H 2.403 -3.561 5.644 0.308 -0.267 -0.069
H 1.500 -2.008 0.148 0.001 -0.269 0.016
H 3.202 -2.259 -0.274 -0.033 -0.073 -0.133
H 0.772 -2.658 -2.199 -0.240 0.413 0.073
H 0.873 4.140 -2.111 0.450 -0.006 -0.154
H 4.169 0.989 2.727 0.344 -0.615 -0.121
H -2.877 -1.344 -5.004 -0.316 0.010 -0.983
C -1.351 -0.711 -3.793 -1.949 -0.608 -0.175
C 2.221 -1.992 -0.668 -0.488 -0.187 -0.619
H -3.795 -3.043 -3.447 0.498 0.183 0.469
C -2.703 -1.280 -3.957 1.043 -0.334 0.729
H -1.896 -0.222 -0.802 0.343 0.910 0.469
C -0.153 6.635 1.012 0.257 0.125 0.215
H 0.984 4.840 1.005 0.127 -0.126 0.416
C -1.914 -3.660 -4.264 0.306 -1.141 2.429
H 1.258 5.776 -0.461 -0.026 0.624 0.722
Br 0.732 -5.167 6.204 -0.670 -0.618 0.155
C -2.391 3.096 4.418 0.958 -0.228 0.336
H -2.667 -0.131 2.137 0.035 -0.124 -0.048
H -0.004 -0.579 0.799 0.550 0.361 0.375
H -3.378 3.178 4.717 -1.885 -0.284 0.183
H -1.371 -1.063 2.865 0.179 0.200 -0.317
H -0.857 -3.342 -4.316 -0.516 -0.015 -0.366
H -0.544 0.915 1.694 0.886 0.522 0.266
C 0.282 3.621 -1.373 -1.717 -0.474 0.539
Br -1.703 4.695 5.217 0.587 0.020 -0.249
C -0.498 4.694 -0.533 0.181 -1.602 -0.511
H -0.693 1.117 -0.823 0.330 0.028 -0.308
C 2.725 -2.804 -3.046 0.256 1.013 -1.022
Br 2.264 0.849 4.204 0.175 0.538 -0.155
H 2.911 -1.767 -3.413 -0.029 -0.526 0.498
Br -1.769 1.455 5.284 0.084 0.449 -0.434
C -0.817 0.093 1.069 0.473 -0.927 -0.539
C -1.768 -0.714 1.901 -1.289 -1.373 0.050
N -0.312 -0.287 -3.624 1.746 0.641 0.262
H -1.323 4.298 0.086 0.565 -0.142 -0.164
N -0.690 7.465 1.618 0.619 -0.989 -0.814
H -2.140 1.338 0.125 -0.701 0.268 -0.530
```
Forces are in eV/Å.

Summary:
Total charge: 0
HOMO energy in eV: -10.56
Gap between HOMO and LUMO in eV: 9.97

Atom charges from the natural (NBO) analysis, given in e for atoms 1 to 2:
1. H 0.21
2. Br 0.09

=====

(2)
The following is a quantum chemistry calculation of C8H4O3 in the gas phase, from the Open Molecules 2025 dataset.

```
15
Properties=species:S:1:pos:R:3:forces:R:3
H 1.071 2.531 0.229 -1.589 -2.192 -1.035
C -0.463 -0.575 0.051 -2.214 -3.955 -1.067
C 0.765 1.425 -0.046 1.967 0.381 0.295
O -2.271 2.332 0.185 -1.475 -1.106 -0.048
C 1.940 0.584 -0.188 -3.789 2.100 0.317
C -1.942 1.220 -0.014 2.771 -0.993 -1.688
H 0.470 -2.437 0.858 0.830 2.442 -3.194
H 2.654 -1.405 -0.235 1.763 -0.706 0.132
C 1.826 -0.784 -0.127 0.506 -0.385 0.050
O -2.347 -2.278 0.031 1.274 4.496 -0.944
O -2.719 -0.032 -0.383 -0.351 2.106 1.049
C 0.647 -1.425 0.120 -2.401 -1.367 3.255
C -0.475 0.747 -0.132 0.114 2.645 1.292
C -1.946 -1.100 -0.121 0.888 -3.335 1.773
H 2.788 1.196 -0.228 1.706 -0.131 -0.186
```
Forces are in eV/Å.

Summary:
Total charge: 0
HOMO energy in eV: -10.08
Gap between HOMO and LUMO in eV: 9.61
Relative energy (zero: lowest compared OMol25 entry of this formula, charge and spin) in eV: 2.355

Atom charges from the natural (NBO) analysis, given in e for atoms 1 to 2:
1. H 0.25
2. C -0.12

=====

(3)
The following is a quantum chemistry calculation of a molecular structure, C24H27BrN2OTc, from the Open Molecules 2025 dataset.

```
56
Properties=species:S:1:pos:R:3:forces:R:3
H -2.434 -2.264 -0.052 -0.009 -0.006 -0.004
H -3.971 -1.791 1.881 0.006 0.004 0.007
H -1.762 -4.981 -3.746 -0.002 0.002 0.003
C 0.167 -1.649 -1.914 0.019 0.019 0.004
H -3.549 4.159 2.877 -0.003 -0.001 0.003
H 0.847 -2.617 -3.708 0.002 0.003 -0.001
H 2.966 0.941 2.831 0.007 0.002 0.002
C -1.896 -3.358 -1.810 0.002 -0.004 -0.011
H -3.106 6.003 -1.408 0.002 0.003 0.001
H -1.517 -1.283 2.052 0.006 0.001 0.015
C -1.733 -2.379 -0.867 -0.004 0.017 0.028
H 0.430 3.865 -0.309 0.002 0.005 0.003
C 0.699 -1.515 3.788 -0.017 0.034 -0.015
C 0.118 -2.563 -2.911 -0.026 -0.016 -0.002
H 1.428 -2.081 4.367 0.009 0.000 -0.007
C -2.862 3.651 3.556 0.007 0.010 -0.019
H -4.452 3.943 -1.315 0.000 -0.003 0.001
C -0.631 3.898 -0.521 0.006 0.001 -0.003
C -4.195 -0.765 1.584 0.023 -0.012 -0.030
H 3.188 -0.356 4.019 0.010 0.001 -0.012
O -1.013 -4.367 -3.808 0.002 -0.001 -0.014
C -1.254 5.072 -0.854 -0.001 0.003 -0.001
H 1.957 0.874 4.295 -0.003 0.009 -0.004
C -3.118 0.184 2.022 -0.033 0.037 0.035
H -0.691 5.994 -0.912 0.004 -0.001 0.002
C -3.411 1.433 2.502 0.015 -0.017 0.004
C -2.803 2.714 -0.746 0.012 0.000 0.003
H -3.367 1.792 -0.711 -0.008 0.004 0.000
Br 1.518 -0.287 -1.784 -0.028 0.011 0.018
C -0.769 0.708 2.480 -0.134 0.146 0.103
H -3.411 3.482 4.486 0.001 -0.006 0.004
C 2.451 0.280 3.526 -0.028 0.000 0.024
H 0.112 -0.921 4.490 0.004 -0.020 0.012
C 1.448 -0.627 2.803 0.018 -0.048 0.024
C 2.130 -1.429 1.697 0.038 -0.006 0.034
H 2.801 -2.169 2.133 -0.016 -0.001 0.019
C -2.626 5.071 -1.134 0.002 -0.002 -0.001
C -0.782 1.529 -0.138 0.089 0.049 -0.066
C -2.426 2.341 2.988 -0.028 -0.014 0.002
C -1.094 1.988 2.925 0.060 0.000 -0.009
C -0.964 -3.473 -2.858 0.010 0.006 0.028
H 1.406 -2.019 1.106 -0.001 0.015 -0.009
H -0.309 2.671 3.225 -0.008 -0.002 0.003
H 2.749 -0.799 1.052 -0.039 0.006 -0.034
H -4.314 -0.741 0.497 -0.004 -0.018 0.002
H -4.451 1.735 2.567 0.002 0.017 0.004
H -2.738 -4.034 -1.741 -0.003 -0.001 0.005
H -5.156 -0.498 2.019 -0.001 0.008 0.000
N -0.696 -1.510 -0.895 0.038 -0.024 -0.054
H -2.020 4.305 3.771 -0.002 0.001 0.010
N 0.514 0.300 2.091 0.063 -0.058 -0.079
H 0.047 -2.236 3.293 0.004 -0.011 -0.011
Tc 0.044 0.054 0.332 -0.019 -0.075 -0.001
C -1.404 2.697 -0.461 -0.065 -0.011 0.041
C -1.752 -0.223 2.041 0.028 -0.048 -0.054
C -3.397 3.902 -1.081 -0.009 -0.005 -0.004
```
Forces are in eV/Å.

Summary:
Total charge: +3
HOMO energy in eV: -18.31
Gap between HOMO and LUMO in eV: 6.62
Relative energy (zero: lowest compared OMol25 entry of this formula, charge and spin) in eV: 0.092

Atom charges from the Löwdin analysis, given in e for atoms 1 to 2:
1. H 0.11
2. H 0.10

=====

(4)
The following is a quantum chemistry calculation of C8H7N3O in the gas phase, from the Open Molecules 2025 dataset.

```
19
Properties=species:S:1:pos:R:3:forces:R:3
O -2.087 1.592 -0.203 -0.402 -0.304 1.054
C 2.103 -0.794 2.289 0.066 -2.912 0.140
N 2.203 -1.952 2.488 -0.106 2.277 -0.389
C 1.571 1.173 0.762 -1.359 -0.638 -0.370
C -1.565 0.809 0.555 1.741 -0.471 -2.147
H 0.916 2.110 1.001 1.635 -1.478 -1.088
H -1.104 -2.071 -0.389 -0.450 -0.990 0.165
H 2.541 1.202 0.267 0.100 1.565 -0.223
C -0.391 -0.159 -0.173 -3.022 1.057 0.401
C 1.905 0.554 2.046 0.290 0.985 2.917
H -1.597 -0.213 2.453 0.032 0.423 -1.146
C 2.040 1.406 3.211 -0.293 -2.260 -3.133
C 0.886 0.109 -0.081 -1.495 0.808 0.499
N 2.099 2.153 4.058 0.198 1.805 2.221
H -2.037 -0.966 -1.409 -1.171 0.578 -0.355
H 1.397 -0.573 -0.679 1.869 -0.652 -0.956
N -1.338 0.530 1.788 -0.409 0.313 2.128
H -0.361 -1.351 -1.778 0.086 -0.650 -1.036
C -1.096 -1.208 -1.016 2.689 0.543 1.320
```
Forces are in eV/Å.

Summary:
Total charge: 0
HOMO energy (alpha / beta) in eV: -9.66 / -9.52
Gap between HOMO and LUMO (alpha / beta) in eV: 7.84 / 7.21
Relative energy (zero: lowest compared OMol25 entry of this formula, charge and spin) in eV: 6.862

Atom charges from the natural (NBO) analysis, given in e for atoms 1 to 2:
1. O -0.55
2. C 0.21

=====

no.,electronic energy (eV)
1,-656545.73792
2,-14501.27273
3,-102565.53399
4,-14921.24762